(1)
C64H144O28 | the ωB97M-V functional and the def2-TZVPD basis

Summary:
Frontier orbital gap ... 9.8 eV

```
! RIJCOSX wB97M-V def2-TZVPD def2/J DEFGRID3
* xyz 0 1
O 3.31 1.04 -0.31
C 3.25 0.18 0.52
O 3.30 -1.19 0.17
C 3.77 -1.41 -1.17
C 4.08 -2.82 -1.39
C 3.18 0.38 2.01
H 4.68 -0.83 -1.40
H 3.00 -1.07 -1.91
H 3.24 -3.48 -1.21
H 4.93 -3.17 -0.76
H 4.48 -2.94 -2.40
H 2.89 1.34 2.26
H 4.19 0.32 2.36
H 2.55 -0.49 2.42
O -3.98 0.98 -1.23
C -4.20 -0.18 -1.49
O -4.91 -1.07 -0.76
C -5.37 -0.53 0.50
C -5.85 -1.67 1.40
C -3.53 -0.95 -2.58
H -6.25 0.09 0.25
H -4.59 0.07 0.83
H -6.72 -2.19 1.00
H -6.16 -1.41 2.42
H -5.15 -2.51 1.56
H -2.66 -1.40 -2.00
H -3.04 -0.32 -3.33
H -4.10 -1.78 -2.95
O -3.22 4.42 0.22
C -4.38 4.70 0.09
O -4.87 5.92 -0.06
C -4.01 7.01 0.06
C -3.22 7.33 -1.17
C -5.49 3.73 0.06
H -3.32 6.73 0.85
H -4.68 7.81 0.39
H -2.30 7.90 -0.86
H -3.75 7.88 -1.96
H -2.78 6.32 -1.43
H -6.10 3.95 -0.78
H -6.10 3.77 0.97
H -5.14 2.73 0.09
O -5.86 3.63 3.57
C -5.93 2.44 3.55
O -4.86 1.65 3.40
C -3.54 2.34 3.45
C -2.50 1.56 2.62
C -7.14 1.61 3.82
H -3.25 2.48 4.52
H -3.70 3.33 3.02
H -2.56 1.78 1.51
H -2.71 0.49 2.71
H -1.49 1.84 3.00
H -7.74 2.23 4.48
H -6.84 0.72 4.32
H -7.72 1.42 2.91
O 7.10 -2.13 -2.73
C 8.18 -2.67 -2.92
O 9.21 -2.50 -2.11
C 9.08 -1.54 -1.05
C 9.31 -0.09 -1.51
C 8.49 -3.51 -4.15
H 9.83 -1.81 -0.31
H 8.08 -1.65 -0.60
H 9.15 0.53 -0.62
H 8.51 0.14 -2.22
H 10.27 0.06 -2.00
H 9.11 -4.37 -3.88
H 9.14 -2.85 -4.82
H 7.50 -3.71 -4.50
O 0.79 -4.69 2.02
C 1.72 -4.30 2.63
O 1.75 -3.99 3.96
C 0.49 -4.11 4.68
C 0.78 -4.57 6.09
C 3.06 -3.95 2.06
H -0.12 -4.80 4.12
H -0.05 -3.13 4.70
H 1.54 -4.06 6.59
H 0.98 -5.63 6.14
H -0.16 -4.42 6.66
H 3.06 -2.93 1.74
H 3.30 -4.59 1.23
H 3.95 -4.05 2.79
O 4.93 4.53 3.06
C 5.28 3.54 2.48
O 5.83 2.40 3.07
C 5.82 2.31 4.49
C 6.67 1.08 4.86
C 5.37 3.51 0.99
H 4.84 2.18 4.98
H 6.13 3.25 4.92
H 6.92 1.29 5.85
H 7.60 1.04 4.26
H 6.05 0.22 4.74
H 5.01 4.47 0.53
H 4.68 2.85 0.54
H 6.39 3.30 0.70
O -4.30 -7.16 0.46
C -3.87 -6.08 0.28
O -2.66 -5.71 0.72
C -1.83 -6.71 1.27
C -1.15 -7.51 0.20
C -4.60 -4.98 -0.40
H -2.48 -7.30 1.95
H -1.08 -6.12 1.85
H -1.81 -8.24 -0.21
H -0.21 -8.05 0.56
H -0.83 -6.71 -0.49
H -5.56 -5.39 -0.62
H -4.13 -4.67 -1.34
H -4.71 -4.15 0.29
O 1.81 -0.94 -4.44
C 0.83 -1.33 -4.91
O 0.17 -2.45 -4.49
C 0.55 -3.09 -3.25
C -0.32 -4.37 -3.16
C 0.05 -0.72 -6.10
H 0.35 -2.39 -2.43
H 1.62 -3.27 -3.29
H -1.29 -4.31 -2.71
H 0.23 -5.13 -2.62
H -0.46 -4.64 -4.22
H -0.98 -0.73 -5.77
H 0.19 -1.20 -7.06
H 0.53 0.25 -6.16
O 0.13 0.17 0.87
C -0.17 -0.08 -0.24
O -0.50 -1.30 -0.65
C -0.50 -2.37 0.34
C -1.80 -2.47 1.02
C -0.25 0.96 -1.25
H 0.31 -2.16 1.08
H -0.26 -3.29 -0.32
H -2.62 -2.73 0.34
H -2.01 -1.51 1.54
H -1.71 -3.20 1.79
H -1.07 1.62 -1.05
H -0.40 0.55 -2.26
H 0.75 1.44 -1.18
C -0.30 4.15 1.62
C 1.00 3.64 2.21
C 1.63 4.47 3.27
O 0.88 2.31 2.80
H -0.78 3.53 0.86
H -0.05 5.08 1.08
H -0.96 4.43 2.40
H 1.64 3.57 1.35
H 0.99 4.44 4.19
H 1.86 5.53 2.98
H 2.49 3.89 3.53
H 0.48 1.76 2.17
C -1.69 2.92 -4.70
C -3.12 3.17 -5.20
C -3.47 4.63 -5.40
O -3.24 2.55 -6.52
H -1.68 3.23 -3.62
H -0.99 3.55 -5.33
H -1.46 1.89 -4.62
H -3.89 2.75 -4.55
H -3.14 5.08 -6.34
H -3.06 5.21 -4.49
H -4.53 4.89 -5.34
H -2.90 1.64 -6.41
C -6.65 -7.63 2.39
C -6.43 -6.11 2.67
C -7.63 -5.29 2.23
O -6.06 -5.94 4.08
H -7.66 -7.87 2.86
H -5.84 -8.17 2.84
H -6.78 -7.72 1.33
H -5.54 -5.84 2.08
H -8.47 -5.60 2.84
H -7.87 -5.54 1.21
H -7.43 -4.21 2.37
H -6.33 -6.68 4.60
C 2.65 6.14 -2.12
C 1.74 5.27 -2.92
C 0.52 4.91 -2.14
O 1.38 5.95 -4.10
H 3.27 5.67 -1.34
H 2.09 6.98 -1.74
H 3.37 6.65 -2.82
H 2.33 4.33 -3.19
H -0.05 4.20 -2.74
H -0.08 5.79 -1.98
H 0.76 4.43 -1.14
H 1.26 5.24 -4.84
C 0.86 4.35 -7.74
C 1.81 3.28 -7.24
C 3.26 3.46 -7.81
O 1.89 3.45 -5.80
H 1.25 5.31 -7.40
H -0.18 4.29 -7.47
H 0.88 4.21 -8.85
H 1.54 2.30 -7.49
H 3.69 4.41 -7.52
H 3.16 3.48 -8.91
H 3.89 2.66 -7.38
H 2.57 2.79 -5.45
C 4.85 1.68 -3.51
C 4.89 1.06 -4.84
C 5.53 -0.34 -4.69
O 3.57 0.96 -5.34
H 4.13 1.09 -2.88
H 4.64 2.77 -3.52
H 5.82 1.70 -2.91
H 5.41 1.68 -5.63
H 4.77 -0.81 -3.98
H 6.55 -0.30 -4.38
H 5.45 -0.83 -5.61
H 3.24 0.12 -4.96
C 1.30 0.85 7.21
C 1.74 0.42 5.83
C 0.65 -0.08 4.99
O 2.26 1.57 5.14
H 2.07 1.56 7.57
H 1.06 -0.02 7.80
H 0.44 1.53 7.04
H 2.50 -0.33 5.95
H 0.21 -0.91 5.64
H 0.91 -0.38 3.98
H -0.04 0.73 4.88
H 1.77 1.73 4.36
C -3.19 -3.30 4.30
C -4.45 -2.73 4.94
C -4.34 -1.21 5.13
O -5.58 -3.12 4.17
H -2.35 -3.30 4.99
H -2.94 -2.84 3.39
H -3.33 -4.35 4.21
H -4.47 -3.13 5.95
H -3.48 -0.95 5.78
H -5.17 -0.82 5.68
H -4.27 -0.81 4.12
H -5.68 -4.08 4.27
*
```

***

(2)
C6H6ClNS | the ωB97M-V functional and the def2-TZVPD basis

Summary:
Energy relative to the best compared isomer or geometry (same formula, charge and spin) ... 0.0000 eV
Frontier orbital gap (spin up / spin down) ... 6.2 / 4.9 eV

```
! RIJCOSX wB97M-V def2-TZVPD def2/J DEFGRID3
* xyz 0 3
C -2.86 1.16 0.22
C -1.72 0.57 -0.36
C -3.70 0.25 0.78
C -1.72 -0.79 -0.22
C -0.73 -1.67 -0.68
C 3.06 -1.05 0.15
N 0.10 -2.34 -1.09
S -3.13 -1.36 0.62
Cl 1.95 -0.46 1.41
H -3.05 2.22 0.21
H -0.93 1.12 -0.85
H -4.63 0.42 1.28
H 3.46 -0.18 -0.38
H 2.49 -1.69 -0.51
H 3.87 -1.59 0.64
*
```

***

(3)
C28H35N5P2PdS | the ωB97M-V functional and the def2-TZVPD basis

Summary:
Energy relative to the best compared isomer or geometry (same formula, charge and spin) ... 0.0000 eV
Frontier orbital gap (spin up / spin down) ... 6.7 / 3.0 eV

```
! RIJCOSX wB97M-V def2-TZVPD def2/J DEFGRID3
* xyz 2 5
Pd 0.15 2.43 5.26
C 2.33 2.47 4.54
C 1.44 2.74 3.50
C 1.06 1.80 2.38
C -0.22 0.98 2.63
C -0.47 0.67 4.08
C 0.51 0.26 4.99
C 1.94 -0.04 4.63
C 2.92 1.13 4.85
C -1.55 1.94 6.31
H 2.84 3.31 5.01
H 1.28 3.81 3.27
H 1.90 1.13 2.10
H 0.88 2.43 1.49
H -1.08 1.57 2.27
H -0.19 0.05 2.03
H -1.51 0.50 4.37
H 0.17 -0.07 5.98
H 2.00 -0.40 3.59
H 2.27 -0.86 5.28
H 3.22 1.15 5.91
H 3.85 0.95 4.28
H -1.51 2.42 7.30
H -1.71 0.86 6.40
H -2.35 2.40 5.70
P -1.64 -1.77 -2.15
P 0.04 0.70 -2.94
N -1.33 -3.30 -1.35
N -3.14 -2.34 -2.93
N 1.72 0.39 -2.54
N 0.38 2.06 -4.00
C -0.49 -1.98 -3.58
C -0.17 -0.62 -4.23
C -0.89 -3.37 -0.01
C -0.54 -4.68 0.27
C -0.76 -5.45 -0.92
C -1.24 -4.58 -1.90
C -4.39 -1.77 -2.62
C -5.34 -2.29 -3.50
C -4.67 -3.21 -4.36
C -3.33 -3.22 -3.99
C 2.20 0.53 -1.23
C 3.51 0.06 -1.18
C 3.85 -0.39 -2.49
C 2.75 -0.18 -3.30
C 1.39 2.24 -4.96
C 1.08 3.36 -5.73
C -0.15 3.89 -5.22
C -0.56 3.09 -4.18
H -0.91 -2.66 -4.34
H 0.44 -2.45 -3.20
H 0.72 -0.69 -4.88
H -1.00 -0.29 -4.87
H -0.88 -2.47 0.58
H -0.17 -5.05 1.21
H -0.59 -6.51 -1.05
H -1.50 -4.76 -2.93
H -4.47 -1.06 -1.82
H -6.39 -2.03 -3.52
H -5.11 -3.79 -5.16
H -2.51 -3.78 -4.41
H 1.56 0.96 -0.47
H 4.15 0.04 -0.30
H 4.79 -0.82 -2.81
H 2.61 -0.39 -4.35
H 2.22 1.56 -5.02
H 1.67 3.75 -6.54
H -0.67 4.77 -5.59
H -1.43 3.12 -3.53
S 0.74 4.32 6.58
C 0.29 3.86 8.11
N -0.06 3.58 9.21
*
```

***

(4)
C8H12ClNO3 | the ωB97M-V functional and the def2-TZVPD basis

Summary:
Energy relative to the best compared isomer or geometry (same formula, charge and spin) ... 4.7228 eV
Frontier orbital gap ... 8.7 eV
SMILES ... CCOC(=O)C(O)=C=N.C/C=C/Cl

```
! RIJCOSX wB97M-V def2-TZVPD def2/J DEFGRID3
* xyz 0 1
C 0.68 -2.10 0.48
C 1.23 0.30 0.81
C -3.15 -0.61 1.01
C 1.53 2.22 -1.55
C -2.56 -1.08 -0.30
C 2.57 1.55 -0.72
C -1.60 -0.30 -0.75
C 0.62 -0.99 1.22
N 1.24 -3.07 0.05
O 1.15 1.18 1.61
O -0.24 -0.84 2.31
O 1.99 0.32 -0.30
Cl -0.85 -0.44 -2.33
H -3.03 -1.45 1.83
H -4.22 -0.45 0.87
H -2.63 0.31 1.19
H 0.58 2.43 -1.11
H 1.88 3.12 -1.83
H 1.39 1.68 -2.39
H -2.93 -1.95 -0.74
H 1.12 -3.69 -0.69
H 3.05 2.20 0.05
H 3.49 1.17 -1.36
H -1.18 0.55 -0.22
H -0.14 -0.08 2.85
*
```

***

(5)
C5H30NO12 | the ωB97M-V functional and the def2-TZVPD basis

Summary:
Energy relative to the best compared isomer or geometry (same formula, charge and spin) ... 4.0135 eV
Frontier orbital gap ... 9.7 eV

```
! RIJCOSX wB97M-V def2-TZVPD def2/J DEFGRID3
* xyz -1 1
O -0.87 -1.30 -0.26
C -0.10 -0.36 -0.57
O 0.67 -0.10 0.32
C -0.23 0.53 -1.81
C -1.58 1.34 -1.38
C -1.78 2.49 -2.36
C -2.81 0.41 -1.34
N -0.25 -0.23 -3.04
H 0.71 1.17 -1.95
H -1.28 1.79 -0.35
H -2.07 3.34 -1.78
H -2.61 2.22 -3.09
H -0.94 2.65 -3.08
H -3.78 0.91 -1.48
H -3.01 0.30 -0.28
H -2.62 -0.37 -1.90
H -0.39 -1.25 -2.75
H -1.12 -0.04 -3.64
H 0.56 2.43 1.00
H 0.21 3.81 1.11
O 0.67 3.31 0.54
H 2.90 0.16 2.15
H 2.34 0.31 0.86
O 3.17 0.57 1.29
H 1.86 -0.63 -2.79
H 2.92 0.00 -2.25
O 2.68 -0.90 -2.33
H 1.18 -0.21 1.91
H 0.83 -1.51 2.69
O 1.32 -0.77 2.67
H 1.58 -3.20 -0.90
H 0.24 -2.91 -0.04
O 0.80 -3.66 -0.48
H 0.18 0.20 3.93
H -1.23 -0.60 3.52
O -0.81 0.17 3.97
H 2.60 2.91 -0.42
H 3.43 1.73 0.07
O 3.15 2.21 -0.72
H -1.19 1.95 2.82
H -0.98 0.94 1.54
O -1.17 1.84 1.86
H -1.31 -1.74 1.20
H -1.44 -2.83 2.34
O -1.47 -1.81 2.24
H -2.05 -2.36 -0.58
H -1.50 -3.72 -0.71
O -2.32 -3.34 -0.47
*
```

***

(6)
C5H13N2 | the ωB97M-V functional and the def2-TZVPD basis

Summary:
Energy relative to the best compared isomer or geometry (same formula, charge and spin) ... 1.8950 eV
Frontier orbital gap ... 8.8 eV
SMILES ... C=C(N)C[C@H](C)[NH3+]

```
! RIJCOSX wB97M-V def2-TZVPD def2/J DEFGRID3
* xyz 1 1
C 2.15 -1.12 -0.37
C 0.81 -0.63 0.19
C 0.40 0.75 -0.33
C -0.99 1.12 0.12
C -2.06 1.24 -0.67
N -1.03 1.50 1.47
N -0.34 -1.59 -0.10
H 2.01 -1.53 -1.37
H 2.63 -1.79 0.33
H 2.75 -0.24 -0.60
H 0.89 -0.69 1.28
H 1.08 1.52 0.02
H 0.43 0.76 -1.42
H -2.23 0.67 -1.57
H -2.91 1.77 -0.25
H -0.18 1.50 2.01
H -1.55 2.35 1.67
H -0.90 -1.80 0.73
H -0.99 -1.28 -0.83
H 0.05 -2.52 -0.30
*
```